No. 1
DFT (the ωB97M-V functional and the def2-TZVPD basis) results for a molecular structure, C7H14HfPS in a non-equilibrium geometry.

The calculation puts the largest force on an atom at 2.2 eV Å⁻¹. The charge is +1. The HOMO-LUMO gap is 6.115 eV.

Structure (XYZ):
```
24
Properties=species:S:1:pos:R:3:forces:R:3
C 0.027671 0.506726 -2.299809 -0.66 0.07 1.29
C 1.315798 0.604152 -2.805139 0.75 -0.25 -0.58
C 2.527517 0.317583 -2.139308 -0.41 0.35 0.45
C 2.675031 -0.055409 -0.777526 1.00 -0.15 -0.59
C 1.705619 -0.274242 0.190152 -1.05 0.09 0.03
Hf 0.117026 0.979779 -0.256245 1.39 -0.48 -1.61
P -2.578036 0.573823 -1.000240 -0.99 -0.11 -0.28
H -0.824520 0.512885 -2.977513 0.47 0.05 -0.26
H 1.445236 0.886155 -3.864227 -0.12 -0.19 0.42
H 3.435118 0.328210 -2.744821 -0.24 0.30 0.29
H 1.924929 -0.868885 1.080986 0.33 0.20 -0.38
H 3.728373 -0.246567 -0.516860 -0.39 -0.01 0.03
H -2.998745 -0.783121 -0.946879 0.24 0.37 0.03
H -2.917375 0.812644 -2.365543 0.18 0.11 0.57
H -3.741595 1.127903 -0.393068 0.25 -0.12 -0.15
C -0.097206 -1.830473 2.395138 -0.23 0.12 0.31
S -1.016465 -0.667661 1.330983 -0.38 -0.10 0.83
C -1.186501 0.847175 2.388059 -0.62 -0.50 0.26
H 0.360148 -2.616487 1.787059 -0.13 0.34 -0.11
H -0.861725 -2.283297 3.041616 0.36 0.15 -0.13
H 0.660895 -1.313814 2.987840 -0.09 -0.09 -0.16
H -2.258415 1.025658 2.553796 0.45 0.04 0.01
H -0.693701 0.627041 3.340651 -0.08 0.19 -0.24
H -0.749080 1.790224 1.990897 -0.01 -0.37 -0.05
```
Positions in Å, forces in eV/Å.

Charge distribution, natural (NBO) scheme, values in e: -0.7856 -0.1829 -0.3045 -0.1876 -0.7950 1.5924 0.0494 0.2150 0.2278 0.2353 0.2167 0.2263 0.0710 0.0690 0.0433 -0.7251 0.2822 -0.7461 0.2710 0.2515 0.2418 0.2648 0.2741 0.1955


No. 2
DFT (the ωB97M-V functional and the def2-TZVPD basis) results for a molecular structure, C38H40GdI2N16O2S2 in a non-equilibrium geometry.

The calculation puts the largest force on an atom at 2.1 eV Å⁻¹. The calculation puts the energy above the lowest of the compared OMol25 structures with the same formula, charge and spin at 389.4 kJ/mol. The spin multiplicity is 8. The charge is +1. The HOMO-LUMO gap (spin up / spin down) is 5.112 / 6.146 eV.

Structure (XYZ):
```
101
Properties=species:S:1:pos:R:3:forces:R:3
Gd 0.243610 -0.349832 0.628456 1.84 0.31 1.00
S -0.688178 1.121665 2.742862 -0.89 -0.09 -0.09
C -2.122976 0.074208 2.680451 0.85 -0.48 0.09
N -3.366866 0.582609 2.815137 -0.48 -0.70 -0.21
N -3.423638 1.866635 2.940916 -0.90 1.00 0.07
C -4.643430 2.570179 2.920840 0.48 -0.28 0.05
C -5.853719 1.928901 2.664178 0.04 -0.12 0.01
C -7.019370 2.676268 2.652831 0.01 0.01 -0.01
C -6.988109 4.046853 2.890942 -0.03 -0.06 -0.01
C -5.774607 4.674421 3.139833 0.08 0.06 0.02
C -4.600425 3.940926 3.156067 0.05 0.20 0.01
N -2.093333 -1.267353 2.534988 -1.17 1.15 0.48
N -1.020538 -1.796769 2.048083 0.83 -0.56 -0.41
C -0.990337 -3.198963 2.010381 -0.01 0.25 0.08
C -2.117190 -3.994914 2.224215 -0.16 0.08 0.05
C -2.003901 -5.372757 2.158162 -0.02 -0.03 0.03
C -0.775476 -5.970049 1.892667 -0.01 -0.05 0.00
C 0.345586 -5.175716 1.683105 0.08 -0.01 -0.02
C 0.238574 -3.796147 1.732973 -0.01 -0.22 0.02
H -2.551290 2.386917 2.950438 0.18 0.25 0.04
H -5.857404 0.864298 2.474556 -0.01 0.03 0.02
H -7.963263 2.184902 2.450720 0.05 0.01 0.02
H -7.905692 4.622844 2.883345 0.06 -0.04 -0.01
H -5.741698 5.741377 3.326157 0.00 -0.07 -0.01
H -3.649104 4.427182 3.353627 -0.09 -0.04 -0.01
H -3.065107 -3.512028 2.421671 0.04 -0.03 -0.02
H -2.881211 -5.990355 2.318991 0.07 0.06 -0.02
H -0.690802 -7.050282 1.854166 -0.02 0.08 0.00
H 1.310424 -5.633993 1.487274 -0.08 0.05 0.03
H 1.112523 -3.181717 1.578943 0.16 0.10 -0.07
I 3.828166 -3.230369 3.220338 0.05 -0.05 0.05
C 2.322532 -2.527952 4.546208 -0.07 0.00 -0.10
I 1.175265 -0.868055 3.841137 0.65 -0.27 0.94
H 2.801622 -2.247765 5.475777 0.02 -0.06 0.01
H 1.618113 -3.339450 4.681439 0.09 -0.09 0.06
N 4.100880 0.329706 2.506441 0.02 0.03 -0.13
C 3.387100 1.461346 2.390907 -0.02 0.10 0.05
N 3.737180 2.468162 3.191847 -0.08 -0.12 -0.07
C 3.092956 3.608235 2.965915 0.05 0.19 0.12
N 3.303454 4.630645 3.807795 0.00 -0.13 -0.02
N 2.276906 3.835588 1.919547 -0.04 -0.02 0.02
C 1.999590 2.760671 1.214454 -0.22 0.09 -0.26
N 2.412028 1.515761 1.444851 0.28 0.06 0.20
C 1.230286 2.982622 -0.051557 0.08 -0.11 0.12
C 1.005409 4.276549 -0.491115 -0.02 0.16 0.04
C 0.448157 4.469512 -1.742437 0.01 0.12 0.02
C 0.152573 3.359893 -2.511484 -0.04 -0.02 -0.09
C 0.387430 2.103821 -1.981377 0.10 0.04 0.13
N 0.904091 1.900859 -0.765283 -0.07 0.16 -0.22
H 4.706075 0.247284 3.305045 -0.01 -0.01 0.03
H 3.758035 -0.512025 2.075659 -0.04 -0.03 0.03
H 3.879794 4.483507 4.614842 0.04 0.02 0.05
H 2.803274 5.491628 3.687115 -0.01 -0.01 -0.04
H 1.293506 5.099366 0.148014 -0.04 -0.04 -0.05
H 0.269088 5.469475 -2.118343 0.00 -0.04 0.03
H -0.264327 3.457766 -3.506421 0.05 -0.01 0.04
H 0.159381 1.214241 -2.545783 -0.06 -0.13 -0.02
N -5.381849 -0.081163 -5.796358 0.07 0.06 0.20
C -4.604626 -0.142013 -4.666837 -0.10 0.02 -0.10
C -4.831322 -1.131245 -3.699515 -0.06 -0.03 -0.07
C -4.041260 -1.204611 -2.574419 0.03 0.06 0.06
C -3.029941 -0.268474 -2.385715 -0.03 0.21 -0.11
C -2.816108 0.747089 -3.314306 -0.07 0.01 0.13
C -3.601059 0.814601 -4.442408 -0.01 0.04 -0.11
S -1.950161 -0.473495 -1.049501 -0.60 -0.54 -0.44
O -2.396913 -1.594994 -0.259066 -0.41 -0.02 -0.33
O -1.770286 0.759177 -0.268944 -0.09 0.10 -0.37
N -0.431671 -0.770395 -1.529272 -0.73 -1.02 -0.82
C -0.244429 -2.123622 -1.926605 -0.14 0.02 -0.05
N 0.772839 -2.742352 -1.328580 -0.29 -0.09 -0.22
C 0.976556 -4.016363 -1.673168 0.28 0.19 0.26
C 0.195461 -4.680367 -2.592495 0.02 -0.09 -0.01
C -0.852678 -3.953746 -3.126598 -0.19 0.25 -0.03
N -1.081349 -2.684306 -2.802664 0.11 0.17 -0.08
H -5.960927 -0.865288 -6.033415 -0.01 -0.03 0.00
H -5.085637 0.495615 -6.561750 0.01 0.01 -0.02
H -5.632618 -1.847813 -3.845841 0.07 0.03 -0.01
H -4.191273 -1.981314 -1.834625 0.02 0.04 -0.07
H -2.051669 1.495689 -3.136696 -0.05 -0.08 -0.04
H -3.450470 1.610150 -5.165373 0.00 -0.07 0.05
H 1.798845 -4.517830 -1.169937 -0.03 0.04 -0.02
H 0.381361 -5.710164 -2.862578 -0.03 0.04 0.02
H -1.544850 -4.400325 -3.836704 0.07 0.06 0.06
N 2.472084 -1.230235 0.301937 0.31 -0.20 0.03
C 3.323588 -0.933358 -0.423627 0.75 0.42 -0.43
N 4.305780 -0.575809 -1.218725 -0.27 -0.20 0.24
C 5.719091 -0.699363 -0.769661 -0.21 0.09 -0.10
C 6.596443 -0.713033 -2.009542 -0.06 0.14 -0.05
C 6.491673 0.628909 -2.760178 -0.08 -0.06 0.08
C 5.066051 1.219282 -2.683454 0.13 -0.09 0.07
C 4.023732 0.131788 -2.494578 0.09 -0.12 0.18
H 5.821825 -1.611102 -0.182804 -0.05 -0.04 -0.04
H 5.976364 0.147110 -0.128026 -0.03 0.01 0.04
H 6.280694 -1.537598 -2.653131 0.03 -0.01 0.02
H 7.626836 -0.912302 -1.716445 0.00 0.01 -0.02
H 6.785670 0.487279 -3.800771 0.00 -0.02 0.02
H 7.195312 1.341207 -2.326545 0.00 0.00 -0.04
H 4.828098 1.781371 -3.584862 0.01 0.04 -0.03
H 4.988458 1.914410 -1.845137 -0.01 0.03 0.01
H 4.051057 -0.579318 -3.320642 0.00 -0.09 -0.03
H 3.021707 0.548002 -2.440925 -0.11 0.02 0.08
```
Positions in Å, forces in eV/Å.

Results of the Mulliken charge analysis, in e, for atoms 1 through 99: -0.6138 -0.7073 0.4345 -0.8090 0.6339 0.5329 -0.2350 -0.5624 -0.5017 -0.5559 -0.4611 -0.9706 1.1970 0.3159 -0.6168 -0.7421 -0.5936 -1.0848 0.2165 0.1365 0.4467 0.3719 0.3844 0.3618 0.3719 0.5042 0.4209 0.4300 0.4365 0.4776 -0.0380 -0.9404 0.4482 0.5751 0.3876 -0.0008 0.1645 -0.7753 0.3095 -0.3602 -0.7893 -0.2655 0.7680 0.8355 -0.7251 -0.7970 -1.3448 -0.6636 1.0453 0.2906 -0.2176 0.2485 0.2359 0.5865 0.4450 0.5480 1.0590 -0.4913 1.0592 -0.7751 -0.4308 -0.9036 -0.4494 -0.9077 2.6484 -0.6848 -0.7699 0.2540 0.1696 0.1811 -0.2433 -0.8061 -0.3914 -0.4645 0.2080 0.2044 0.3123 0.5268 0.3395 0.3045 0.4818 0.4183 0.4377 0.2011 -0.3241 0.4396 -0.6264 -0.8442 -0.6339 -0.7346 -0.1122 0.5233 0.2930 0.2997 0.3912 0.2957 0.3282 0.4936 0.2258


No. 3
DFT (the ωB97M-V functional and the def2-TZVPD basis) results for a molecular structure, C3H2NaO3 in a non-equilibrium geometry.

The calculation puts the largest force on an atom at 1.2 eV Å⁻¹. The calculation puts the energy above the lowest of the compared OMol25 structures with the same formula, charge and spin at 194.8 kJ/mol. The spin multiplicity is 2. The HOMO-LUMO gap (spin up / spin down) is 5.929 / 6.195 eV.

Structure (XYZ):
```
9
Properties=species:S:1:pos:R:3:forces:R:3
O -0.145664 0.212742 0.119293 0.34 0.69 -0.63
C -0.572578 -1.112712 0.477522 -0.31 -0.95 0.59
C 0.430599 -1.971527 0.735407 -0.15 0.43 -0.17
O 1.676898 -1.869145 0.706454 -0.02 0.29 -0.02
Na 2.181830 0.290788 0.202693 -0.32 -0.46 0.06
H -1.647922 -1.260008 0.528115 0.48 0.10 -0.05
C -0.968064 1.042206 -0.454214 -0.71 -0.67 0.20
O -0.197787 1.984960 -0.977602 0.78 0.77 0.00
H -0.757311 2.682699 -1.337668 -0.09 -0.20 0.01
```
Positions in Å, forces in eV/Å.

Charge distribution, natural (NBO) scheme, values in e: -0.5879 -0.2849 0.3402 -0.7867 0.9400 0.2091 0.3885 -0.7236 0.5053


No. 4
DFT (the ωB97M-V functional and the def2-TZVPD basis) results for C2H5NOS in the gas phase in a non-equilibrium geometry.

The calculation puts the largest force on an atom at 2.5 eV Å⁻¹. Its SMILES is COC(N)=S. The calculation puts the energy above the lowest of the compared OMol25 structures with the same formula, charge and spin at 51.3 kJ/mol. The HOMO-LUMO gap is 9.449 eV.

Structure (XYZ):
```
10
Properties=species:S:1:pos:R:3:forces:R:3
C -1.522401 -0.533172 -0.047123 -0.08 -2.39 0.60
O -0.181158 -0.457415 -0.445773 1.28 0.09 -0.09
C 0.627734 0.391386 0.209015 -0.27 0.18 0.24
N 1.873975 0.332140 -0.304784 -1.45 -0.55 -0.09
S 0.155488 1.386143 1.471787 0.37 -0.53 -0.66
H -2.012973 -1.224056 -0.737570 0.21 0.03 0.07
H -1.616214 -0.929873 0.983324 0.06 0.38 -0.51
H -1.950809 0.396849 -0.142728 -1.17 2.13 0.09
H 2.069308 -0.263404 -1.086738 0.06 -0.08 -0.07
H 2.557050 0.901403 0.100589 0.99 0.73 0.44
```
Positions in Å, forces in eV/Å.

Charge distribution, natural (NBO) scheme, values in e: -0.2474 -0.5054 0.4091 -0.7869 -0.2677 0.1912 0.1971 0.1953 0.4034 0.4114